No. 1
Here is a 2-piece molecular cluster, CH3BCl2 overall in a non-equilibrium geometry from OMol25. Energies are from the ωB97M-V functional and the def2-TZVPD basis.

Each line ends with the Löwdin spin population.
Geometry (Å):
B -0.680 -0.087 -0.759  0.0940
C 0.455 0.071 0.309  0.7615
Cl 0.308 -1.768 0.100  0.1010
Cl 2.090 0.589 0.115  0.2017
H -1.801 0.072 -0.408  0.0058
H -0.546 0.234 -1.806  0.0136
H 0.173 0.887 2.450  0.8223

The value obtained for the frontier orbital gap (alpha / beta) is 9.3701 / 9.2843 eV. As for the energy relative to the best compared isomer or geometry (same formula, charge and spin): 0.0 kJ/mol. The value obtained for the lowest unoccupied orbital energy (alpha / beta) is 0.47 / -1.94 eV. Its expectation value of S² is 2.005. For the total energy, the calculation gives -26800.6587 eV. The calculation puts the HOMO energy (alpha / beta) at -8.9 / -11.2 eV. As for the multiplicity: 3.

No. 2
Here is one molecule with the formula CH3BF2O2 in a non-equilibrium geometry from OMol25. Energies are from the ωB97M-V functional and the def2-TZVPD basis.

Each line ends with the Mulliken charge.
Geometry (Å):
O 1.396 -1.115 -0.411  -0.4638
B 1.034 0.031 0.196  0.3011
C -0.743 0.146 0.034  0.5853
O -1.311 1.359 -0.228  -0.4562
F -1.098 -0.756 -1.033  -0.2795
F -1.404 -0.378 1.143  -0.2878
H 2.376 -1.444 -0.437  0.3481
H 1.963 0.765 0.790  -0.0394
H -2.214 1.392 -0.053  0.2921

The value obtained for the frontier orbital gap is 11.7209 eV. As for the energy relative to the best compared isomer or geometry (same formula, charge and spin): 221.2 kJ/mol. The SMILES is OBC(O)(F)F. The value obtained for the lowest unoccupied orbital energy is 0.36 eV. For the total energy, the calculation gives -11292.2490 eV. The calculation puts the HOMO energy at -11.4 eV.